# 1
Here is C35H58F5N3O27S2 as an isolated structure at a distorted geometry from the Open Molecules 2025 dataset. Energies are from wB97M-V/def2-TZVPD.

Atoms and positions in Å:
O1 -1.02 3.76 0.32
C1 4.92 0.29 -2.92
C2 -5.22 -2.51 -0.20
H1 0.91 1.21 1.51
H2 2.08 -1.67 1.77
H3 3.35 -3.45 1.52
H4 -1.23 -2.69 -1.38
C3 -2.16 1.52 4.66
H5 4.78 1.25 -2.42
H6 -0.13 -1.03 2.31
C4 3.79 -1.76 -3.65
H7 5.07 0.54 -3.97
H8 1.27 5.33 -0.89
O2 3.85 2.18 1.85
H9 -3.91 -0.50 1.19
H10 -3.49 -0.11 -2.20
C5 -2.59 1.84 6.12
O3 5.05 1.70 3.73
H11 -2.23 3.38 3.48
H12 2.42 -4.18 0.25
H13 -1.80 4.84 -3.61
F1 0.80 2.12 -2.23
C6 1.54 -2.46 1.26
H14 4.34 -1.81 -1.24
O4 -2.94 -0.16 -4.19
C7 3.51 -1.12 -1.34
C8 0.25 1.54 2.32
C9 2.33 -3.72 1.23
H15 0.52 2.57 2.53
H16 3.79 -1.44 -4.70
H17 -2.59 2.00 2.67
H18 1.18 -3.15 -1.51
O5 -0.08 2.61 4.98
H19 -2.96 3.62 -3.21
O6 -3.99 -2.44 -0.87
H20 0.25 -0.08 -4.05
O7 -0.89 -0.92 -3.93
O8 0.01 -6.38 0.06
O9 -2.03 2.06 -6.74
H21 1.60 -0.09 5.09
N1 -0.67 1.41 4.69
O10 -6.31 -2.86 -0.69
O11 0.10 -4.53 3.61
F2 -2.13 -2.20 -2.44
C10 -0.94 -3.69 -1.72
H22 -0.72 1.53 1.81
H23 3.04 -2.48 -3.33
C11 -2.10 -0.70 3.24
H24 0.03 5.21 1.12
O12 -0.35 4.26 -1.68
H25 -2.34 1.07 -2.51
C12 -2.05 3.79 -3.79
H26 -2.09 1.20 6.84
H27 1.40 -2.12 0.24
H28 2.17 1.31 4.23
H29 0.65 -3.50 -3.10
H30 -2.41 -0.57 5.37
N2 0.43 -0.02 -1.40
H31 5.72 -0.24 -2.41
C13 4.23 1.41 2.84
O13 -1.72 -0.49 0.33
C14 1.07 -0.68 -3.65
H32 -2.58 -0.25 2.37
O14 0.59 -0.78 1.11
C15 2.92 1.62 0.99
H33 1.28 -1.41 -4.43
H34 2.69 0.98 -3.88
H35 -3.68 1.87 6.24
O15 0.49 -2.78 2.07
O16 -1.10 -4.49 -0.60
H36 4.74 -2.27 -3.56
H37 -3.70 0.11 4.30
O17 -5.10 -2.19 1.14
C16 -1.83 -0.50 -4.82
N3 3.63 -0.52 -2.77
O18 1.89 -4.58 2.25
S1 -0.04 1.37 -1.09
H38 -3.33 -1.77 2.23
O19 3.57 0.26 2.80
O20 -1.02 1.93 -4.64
C17 -2.63 0.08 -2.85
C18 -1.86 2.48 -5.60
H39 -0.15 2.66 5.94
H40 2.11 0.80 -2.30
O21 0.53 -1.41 -2.52
C19 0.49 -3.79 -2.06
C20 0.14 0.74 3.57
F3 -0.24 -2.10 -0.51
O22 -1.68 -0.40 -6.03
F4 -1.64 -4.00 -2.77
O23 -2.64 4.00 -1.27
C21 2.33 0.21 -3.19
H41 2.19 -0.32 3.49
O24 0.42 2.09 0.12
H42 3.57 -0.53 0.96
C22 -3.84 -1.59 1.29
S2 -0.30 -0.65 0.05
H43 -1.31 2.04 -2.70
O25 -1.39 1.71 -1.54
C23 0.20 4.33 0.50
C24 2.99 0.18 1.56
H44 -2.35 2.88 6.38
H45 -2.36 -1.75 3.31
C25 -0.08 -5.41 -0.65
H46 2.10 -0.44 1.73
H47 -0.02 3.10 -3.10
C26 -2.79 2.46 3.64
H48 -0.93 -0.84 -1.77
H49 0.16 -0.72 -1.96
H50 -2.23 -1.52 -0.28
C27 -3.03 -2.17 0.08
H51 1.44 3.51 -1.19
O26 0.59 -5.23 -1.75
H52 3.61 -0.21 -0.74
H53 -0.19 -1.42 4.02
O27 -2.39 3.62 -5.10
C28 1.62 0.38 4.11
F5 -2.40 -3.30 0.56
C29 -0.98 2.72 -3.48
H54 3.28 1.66 -0.04
C30 0.80 4.35 -0.92
H55 0.78 3.68 1.15
C31 -2.63 0.02 4.48
C32 -0.51 -0.69 3.27
H56 -3.82 2.72 3.89
H57 1.97 2.13 1.16
C33 -1.54 -0.98 -2.66
C34 0.79 -3.98 2.75
H58 2.53 -1.53 -1.08
C35 -1.47 4.02 -0.92

Properties
Largest force on an atom   19.6 eV Å⁻¹
HOMO   -8.3 eV

# 2
Here is one molecule with the formula C6H5ClN4O3 at a distorted geometry from the Open Molecules 2025 dataset. Energies are from wB97M-V/def2-TZVPD.

Atoms and positions in Å:
C1 1.45 -0.10 0.57
N1 -1.96 0.81 -2.47
O1 0.94 -4.90 0.51
H1 -1.95 -0.15 0.53
C2 0.85 0.79 -0.23
C3 -1.68 0.12 -0.48
C4 -0.43 0.78 -0.85
H2 1.49 1.54 -0.74
C5 1.19 -2.63 0.60
H3 -0.24 -1.19 1.10
N2 -2.50 0.14 -1.46
N3 -0.70 1.15 -2.14
H4 -2.21 1.16 -3.41
O2 0.10 1.71 -2.87
C6 0.84 -1.35 0.87
H5 2.53 -0.02 0.82
Cl1 2.77 -2.92 0.10
O3 -0.70 -3.70 1.25
N4 0.42 -3.87 0.87

Properties
Largest force on an atom   4.2 eV Å⁻¹
HOMO   -8.8 eV
Energy above the lowest of the compared OMol25 structures with the same formula, charge and spin   97.6 kJ/mol

# 3
Here is a 2-piece molecular cluster, C14H29NO4 overall at a distorted geometry from the Open Molecules 2025 dataset. Energies are from wB97M-V/def2-TZVPD.

Atoms and positions in Å:
C1 2.62 1.55 -3.18
O1 -1.64 -1.08 2.16
H1 4.83 0.01 -0.09
O2 -3.57 -1.59 1.20
H2 -1.28 -1.42 0.13
C2 -6.79 -0.82 1.39
H3 1.20 -0.61 -0.44
C3 1.94 -1.36 -0.19
H4 -5.92 -0.31 1.81
H5 2.42 -1.63 -1.14
H6 1.63 1.18 -2.97
O3 -7.97 1.21 0.95
H7 4.53 0.85 -2.71
H8 -6.42 -1.74 0.90
H9 -8.30 -0.58 -0.10
H10 2.87 1.57 -4.23
H11 -4.06 0.53 2.88
H12 -2.65 1.29 2.17
H13 3.24 3.23 -0.40
C4 -7.52 0.08 0.37
C5 1.25 -2.63 0.31
H14 2.54 -0.55 1.68
C6 -3.45 0.59 1.99
H15 2.16 1.22 -0.77
C7 0.20 -2.37 1.39
O4 4.97 2.83 -1.41
C8 3.53 0.59 -2.38
H16 4.02 1.06 1.06
N1 2.90 2.85 -2.46
C9 3.03 -0.84 0.75
C10 -2.93 -0.79 1.72
C11 3.64 2.57 -1.17
H17 -6.79 0.21 -0.48
H18 2.03 -3.24 0.77
H19 0.87 -3.19 -0.54
H20 1.97 3.10 -2.11
H21 -0.17 -0.30 1.02
H22 -4.05 0.90 1.14
H23 3.41 -0.47 -2.57
H24 5.53 2.50 -0.69
H25 3.71 -1.67 0.92
H26 0.67 -2.18 2.36
C12 -0.74 -1.23 1.06
C13 3.23 1.09 -0.96
H27 -7.45 -1.12 2.21
H28 -0.40 -3.27 1.49
H29 3.28 3.58 -3.06
C14 3.85 0.37 0.23

Properties
Largest force on an atom   5.0 eV Å⁻¹
HOMO   -3.4 eV
Energy above the lowest of the compared OMol25 structures with the same formula, charge and spin   500.6 kJ/mol